DFT (wB97M-V/def2-TZVPD) results for 2 unconnected molecules or ions with the total composition H3N4O.

As for the HOMO energy: -2.6349 eV. The energy above the lowest of the compared OMol25 structures with the same formula, charge and spin comes out at 0.8452 eV. As for the electronic energy: -295.9246 Eh. The HOMO-LUMO gap comes out at 7.52 eV. Its total charge is -1. For the lowest unoccupied orbital energy, the calculation gives 4.88 eV.

Last column: Mulliken charge in e.
Geometry (Å):
O (1.025643, -0.194359, 0.211435)  -0.710
N (1.850093, 1.511115, -0.958532)  -0.515
N (1.168841, 0.445118, -0.911775)  0.051
N (-1.373311, -0.142091, -0.004744)  -0.061
N (-1.697356, 0.539748, -1.022341)  -0.547
H (-0.382671, -0.344390, 0.163790)  0.427
H (2.390018, 1.763415, -0.127555)  0.173
H (-2.181126, -0.518833, 0.616196)  0.181

Force components x, y, z for each atom (eV/Å):
O 1.631 0.220 0.330
N -0.173 -0.763 -1.328
N 0.772 1.106 -0.093
N -4.760 1.713 -2.772
N 0.311 -1.579 2.560
H 1.434 -0.471 0.712
H -0.420 -0.516 1.065
H 1.205 0.290 -0.474